Below is the ion C5H10NS with charge +1 at a distorted geometry, with properties calculated with ωB97M-V/def2-TZVPD.

The geometry in XYZ format:
```
17
C5H10NS ωB97M-V/def2-TZVPD
C -0.481 -0.481 -0.305
C -1.320 -1.462 -0.485
C -0.638 1.003 -0.332
C 1.175 -0.725 -0.271
C -1.117 1.516 0.980
N 2.075 -1.223 0.682
S 1.192 1.355 -0.447
H -0.876 -2.426 -0.574
H -2.235 -1.023 -0.717
H -1.266 1.214 -1.218
H 1.361 -1.159 -1.262
H -0.474 1.445 1.726
H -1.983 0.937 1.203
H -1.520 2.582 0.888
H 2.937 -1.599 0.245
H 1.787 -1.555 1.641
H 1.382 1.600 -1.753
```

Properties
* DFT total energy: -17662.859 eV
* E_HOMO: -14.2 eV
* relative energy (zero: lowest compared OMol25 entry of this formula, charge and spin): 3.463 eV
* net charge: +1
* LUMO: -0.14341 hartree
* spin multiplicity: 1
* orbital gap: 10.30 eV